Entry 1:
2 unconnected molecules or ions with the total composition C31H36FO3. Source: the Open Molecules 2025 dataset; level of theory: ωB97M-V/def2-TZVPD.

Geometry (Å):
C  -4.4493  -0.8942  2.7220
C  -3.5250  -1.2276  1.5432
C  -3.4438  -2.7445  1.3868
C  -4.1049  -0.6510  0.2439
C  -2.1424  -0.6237  1.8397
C  -1.0683  -1.3929  2.1746
C  0.2227  -0.8394  2.4377
C  1.3215  -1.6916  2.6937
C  2.6569  -1.3440  2.3615
C  2.9795  -0.3074  1.4288
C  4.3004  0.0767  1.2780
F  4.5884  1.1110  0.4172
C  5.3530  -0.5460  1.9403
C  5.0578  -1.6493  2.7486
C  3.7482  -2.0555  2.9301
C  0.3531  0.5826  2.3948
C  -0.6722  1.4160  2.0597
C  -0.5062  2.9501  2.0139
C  -1.0769  3.5327  0.7147
C  0.9642  3.3544  2.1093
C  -1.2558  3.5427  3.2141
C  -2.0112  0.8411  1.8910
O  -3.0256  1.5831  1.8465
H  -4.5239  0.1930  2.8233
H  -5.4480  -1.3180  2.5614
H  -4.0256  -1.3033  3.6490
H  -2.7598  -3.0068  0.5722
H  -3.1033  -3.2222  2.3117
H  -4.4326  -3.1492  1.1444
H  -3.4377  -0.8875  -0.5941
H  -5.0915  -1.0894  0.0479
H  -4.2060  0.4347  0.3235
H  -1.1498  -2.4814  2.2204
H  1.1093  -2.7231  2.9596
H  2.2027  0.1847  0.8449
H  6.3743  -0.2005  1.8075
H  5.8601  -2.1956  3.2416
H  3.5071  -2.9098  3.5558
H  1.3253  1.0052  2.6476
H  -2.1415  3.3019  0.6300
H  -0.9476  4.6217  0.7118
H  -0.5527  3.1091  -0.1496
H  1.3910  3.0583  3.0736
H  1.5499  2.9052  1.2984
H  1.0528  4.4444  2.0283
H  -0.8502  3.1201  4.1415
H  -1.1477  4.6328  3.2355
H  -2.3157  3.2809  3.1457
C  5.8652  -3.9137  5.6303
C  4.7393  -3.1366  6.2467
O  3.5206  -3.4616  5.5584
C  2.4576  -2.7436  6.0505
C  1.2167  -3.0668  5.3781
C  -0.0179  -2.9149  6.0250
C  -0.1805  -2.1627  7.2370
C  -1.3862  -2.1710  7.9235
C  -2.4964  -2.8526  7.4000
C  -2.3892  -3.5314  6.1770
C  -1.1838  -3.5570  5.4897
O  2.6395  -1.9383  6.9696
H  6.8078  -3.5382  6.0264
H  5.7917  -4.9709  5.8923
H  5.8985  -3.8310  4.5447
H  4.6041  -3.4142  7.2978
H  4.9314  -2.0588  6.1806
H  1.2869  -3.7646  4.5529
H  0.6832  -1.6122  7.6096
H  -1.4669  -1.6480  8.8785
H  -3.4388  -2.8641  7.9483
H  -3.2496  -4.0630  5.7667
H  -1.0798  -4.0929  4.5410

LUMO energy: 1.28 eV
HOMO-LUMO gap: 4.35 eV
Charge: -1

Entry 2:
A molecular structure, C31H36N10NiO3PSSe. Source: the Open Molecules 2025 dataset; level of theory: ωB97M-V/def2-TZVPD.

Geometry (Å):
Ni  0.1057  -0.0638  -0.0629
C  3.3987  -2.6542  -6.6028
C  3.1456  -1.6269  -5.5270
C  4.0024  -1.5255  -4.4318
C  3.7951  -0.5695  -3.4471
C  2.7136  0.2924  -3.5570
C  1.8538  0.2221  -4.6471
C  2.0741  -0.7379  -5.6208
S  2.4083  1.5017  -2.3088
O  3.4094  1.3105  -1.2916
O  2.3363  2.7829  -2.9554
N  0.9877  1.0471  -1.6988
C  -0.2081  1.6676  -1.9593
C  -0.5380  2.7355  -2.8285
C  -1.8409  3.1637  -2.8800
C  -2.8247  2.5720  -2.0802
C  -2.4410  1.5446  -1.2611
N  -1.1774  1.0864  -1.2100
H  3.5980  -3.6369  -6.1704
H  4.2727  -2.3763  -7.1978
H  2.5481  -2.7413  -7.2789
H  4.8518  -2.1986  -4.3566
H  4.4728  -0.4655  -2.6061
H  1.0268  0.9218  -4.7369
H  1.4052  -0.7976  -6.4749
H  0.2322  3.2077  -3.4118
H  -2.1065  3.9765  -3.5469
H  -3.8548  2.9010  -2.1070
H  -3.1487  1.0464  -0.6144
Se  6.4230  2.0252  3.6647
N  4.7946  2.7099  3.5756
C  4.1021  1.8963  2.8317
C  2.7002  2.1199  2.4855
C  1.9849  3.2463  2.8891
C  0.6789  3.3935  2.4782
C  0.1219  2.4152  1.6647
N  0.7959  1.3420  1.2806
C  2.0629  1.1798  1.6867
C  2.7506  -0.0307  1.2206
N  2.0276  -0.8863  0.4777
C  2.6461  -1.9192  -0.0770
C  3.9948  -2.1792  0.1105
C  4.7289  -1.3331  0.9098
C  4.0978  -0.2353  1.4853
C  4.7986  0.7362  2.3227
N  6.0518  0.6201  2.6555
H  2.4737  3.9833  3.5160
H  0.0923  4.2570  2.7634
H  -0.8913  2.4956  1.2987
H  2.0470  -2.5737  -0.6972
H  4.4473  -3.0353  -0.3729
H  5.7879  -1.4833  1.0841
C  -3.8495  -2.8625  3.3116
N  -2.7294  -1.9945  2.9595
C  -1.5489  -2.1391  3.8184
P  -2.9027  -0.5982  2.0973
O  -1.6138  -0.2769  1.4152
N  -4.1767  -0.8017  1.0713
C  -5.5576  -0.5345  1.4693
C  -4.0559  -1.6952  -0.0829
N  -3.3391  0.5965  3.1326
C  -3.4832  1.9581  2.6198
C  -3.9372  0.3735  4.4430
H  -3.5676  -3.9085  3.1719
H  -4.7107  -2.6562  2.6773
H  -4.1530  -2.7401  4.3563
H  -1.1996  -3.1757  3.7971
H  -1.7706  -1.8830  4.8601
H  -0.7465  -1.4949  3.4617
H  -5.5965  -0.0380  2.4377
H  -6.1370  -1.4609  1.5338
H  -6.0432  0.1116  0.7341
H  -3.0332  -1.7048  -0.4457
H  -4.6920  -1.3308  -0.8927
H  -4.3656  -2.7194  0.1581
H  -3.0572  2.0339  1.6202
H  -2.9689  2.6659  3.2755
H  -4.5376  2.2492  2.5644
H  -3.8471  -0.6700  4.7394
H  -4.9983  0.6447  4.4514
H  -3.4315  0.9839  5.1946
N  -0.6468  -2.9878  -0.1545
C  -0.3763  -1.9314  -0.5171
H  -0.9069  -3.8876  0.1975

LUMO energy (spin up / spin down): -3.25 / -3.25 eV
HOMO-LUMO gap (spin up / spin down): 6.82 / 6.82 eV
Charge: +1